[1]
The following is a quantum chemistry calculation of a structure of composition C3H20O7 in a non-equilibrium geometry, from the OMol25 dataset.

```
30
Properties=species:S:1:pos:R:3
O 0.997 0.192 0.482
H 1.683 0.627 -0.029
H 0.336 -0.184 -0.104
H 0.604 0.763 1.146
C -1.861 -1.756 -1.503
C -0.646 -1.238 -0.788
C 0.580 -1.796 -1.591
O -0.664 0.084 -0.522
H -1.967 -1.503 -2.558
H -2.814 -1.352 -1.162
H -1.935 -2.834 -1.645
H -0.569 -1.771 0.159
H 0.655 -2.880 -1.512
H 1.498 -1.466 -1.104
H 0.631 -1.320 -2.570
O -2.090 0.472 0.775
H -1.514 -0.092 0.260
H -1.866 1.361 0.499
O 2.355 1.016 -0.622
H 2.389 1.930 -0.904
H 2.795 0.532 -1.320
O 0.428 1.511 1.731
H -0.041 1.474 2.565
H 0.598 2.442 1.592
O -1.060 2.636 0.179
H -0.327 2.301 0.696
H -0.797 2.495 -0.730
O 0.994 -0.794 2.585
H 0.948 0.161 2.541
H 0.660 -1.011 3.456
```

Results
energy above the lowest of the compared OMol25 structures with the same formula, charge and spin: 1499.7 kJ/mol
E_LUMO: -0.670 eV
highest occupied orbital energy: -6.9 eV
F_max: 16.7 eV/A
frontier orbital gap: 0.22957 Eh

=====

[2]
The following is a quantum chemistry calculation of a cluster of 8 separate species, C3H22O10S in total in a non-equilibrium geometry, from the OMol25 dataset.

```
36
Properties=species:S:1:pos:R:3
C 1.403 -1.943 -3.979
C 2.009 -0.621 -3.977
O 1.314 0.021 -2.822
S 1.783 1.517 -2.433
C 3.329 1.132 -1.662
O 1.878 2.186 -3.651
O 0.841 1.843 -1.399
H 1.736 -2.618 -3.170
H 1.695 -2.595 -4.864
H 0.344 -1.794 -3.969
H 3.139 -0.719 -3.912
H 1.785 0.063 -4.725
H 3.149 0.610 -0.683
H 3.765 2.053 -1.310
H 3.914 0.566 -2.363
O -2.144 1.623 4.041
H -1.876 0.706 4.144
H -1.729 1.934 3.193
O -4.615 -0.371 2.775
H -5.452 -0.571 2.426
H -4.398 0.586 2.838
O -1.149 2.352 1.371
H -1.526 1.519 0.892
H -0.953 2.925 0.610
O -1.849 -1.726 3.806
H -1.188 -2.252 4.385
H -2.650 -2.280 3.771
O -0.403 -1.908 1.307
H 0.406 -1.302 1.317
H -0.724 -1.967 2.252
O 2.008 0.357 1.133
H 2.188 0.760 2.020
H 1.556 0.994 0.605
O -2.671 0.000 0.482
H -3.075 -0.547 1.135
H -1.839 -0.532 0.416
```

Results
SMILES: CCOS(C)(=O)=O.O.O.O.O.O.O.O
E_LUMO: 0.230 eV
highest occupied orbital energy: -10.5 eV
F_max: 4.8 eV/A
frontier orbital gap: 0.39606 Eh